An isolated ion of composition C3H8NO2 and charge +1 in a non-equilibrium geometry, computed with wB97M-V/def2-TZVPD.

Structure (XYZ):
```
14
Properties=species:S:1:pos:R:3:forces:R:3
O 1.83553 0.60316 -1.23347 1.22 -0.34 -0.50
C 0.92552 0.85860 -0.54402 -2.75 2.32 -0.03
O 0.14927 2.06908 -0.58583 -0.79 -6.45 3.92
C 0.19740 -0.10888 0.39377 -0.27 0.06 -0.76
C -1.29987 0.23663 0.38535 0.32 -1.95 -0.17
N 0.51334 -1.59124 -0.00079 -0.59 1.12 -0.41
H 0.49636 2.71285 -1.07435 2.84 4.09 -3.48
H 0.50975 0.01457 1.41784 0.67 -0.25 0.25
H -1.57771 0.72219 -0.51229 -0.58 -0.39 -1.24
H -1.97739 -0.57160 0.71936 0.41 0.43 -0.21
H -1.33779 1.04755 1.03199 -0.42 1.26 1.70
H 0.10762 -1.92226 -0.90165 0.72 0.55 0.43
H 0.03536 -2.08221 0.69502 -1.85 -1.19 1.41
H 1.42262 -1.98842 0.20907 1.07 0.74 -0.91
```
Forces are in eV/Å.

Results
charge: +1
F_max: 0.148 hartree/bohr
ΔE to the lowest compared entry with this formula, charge and spin: 39.1 kcal per mole
E_tot: -324.06500 Ha
lowest unoccupied orbital energy: -3.98 eV

Mulliken atomic charge list, values in e, 8 entries: -0.43, 0.45, -0.40, 0.20, -1.32, -0.32, 0.32, 0.27